1.
The molecule CH4O3S at a distorted geometry. Source: the OMol25 dataset; level of theory: ωB97M-V with the def2-TZVPD basis set.

Each line ends with the Mulliken charge.
Positions of all 9 atoms, in Å:
C -1.500 -0.155 0.238  -0.81
O 0.538 -1.599 -0.474  -0.52
O 2.317 0.760 0.081  -0.36
O 0.698 0.879 -0.206  -0.21
S 0.311 -0.567 0.495  0.67
H -1.481 0.509 -0.653  0.26
H -1.779 0.382 1.079  0.35
H -1.919 -1.253 0.085  0.31
H 2.815 1.044 -0.645  0.31

For the HOMO-LUMO gap, the calculation gives 9.08 eV. The HOMO energy comes out at -9.736 eV. For the total energy, the calculation gives -18074.8801 eV. The energy above the lowest of the compared OMol25 structures with the same formula, charge and spin comes out at 4.967 eV. The LUMO energy comes out at -0.66 eV. The total charge is 0.

2.
An isolated ion of composition C4H5Cl2NOP and charge +1 at a distorted geometry. Source: the OMol25 dataset; level of theory: ωB97M-V with the def2-TZVPD basis set.

Each line ends with the Mulliken charge.
Positions of all 14 atoms, in Å:
C 1.599 -1.022 -0.389  -0.91
C 1.429 0.584 -0.647  0.34
Cl 2.692 1.381 -1.731  -0.08
C 0.331 1.324 -0.044  0.12
Cl 0.324 3.148 -0.398  -0.13
P -1.021 0.554 1.028  0.19
N -1.430 -1.107 0.608  -0.32
C -2.491 -1.171 -0.182  0.68
O -3.641 -1.365 -0.643  -0.32
H 1.144 -1.289 0.646  0.32
H 2.724 -1.278 -0.309  0.34
H 1.084 -1.643 -1.223  0.28
H -2.217 1.361 0.896  0.25
H -0.526 0.524 2.389  0.24

Its SMILES is C/C(Cl)=C(/Cl)[PH2]=[N+]=C=O. For the HOMO-LUMO gap, the calculation gives 8.85 eV. The HOMO energy comes out at -13.907 eV. For the total energy, the calculation gives -42089.6243 eV. The energy above the lowest of the compared OMol25 structures with the same formula, charge and spin comes out at 1.673 eV. The LUMO energy comes out at -5.06 eV. The total charge is +1.

3.
C33H56FO4PPbS2Si as an isolated structure. Source: the OMol25 dataset; level of theory: ωB97M-V with the def2-TZVPD basis set.

Each line ends with the Mulliken charge.
Positions of all 99 atoms, in Å:
Pb 0.564 -0.152 0.069  1.38
C -5.326 0.606 -4.630  -1.48
C -4.833 0.465 -3.212  0.82
C -3.991 1.408 -2.650  -1.39
C -3.487 1.283 -1.352  0.93
C -2.552 2.361 -0.859  -0.98
C -3.863 0.156 -0.602  1.55
C -3.394 -0.027 0.803  -0.93
O -2.531 0.631 1.330  -0.24
C -4.743 -0.804 -1.148  1.20
C -5.183 -2.040 -0.386  -1.70
C -5.207 -0.634 -2.443  -0.93
H -4.954 1.525 -5.086  0.33
H -6.418 0.622 -4.671  0.32
H -4.989 -0.234 -5.243  0.32
H -3.692 2.273 -3.236  0.25
H -2.662 3.248 -1.487  0.48
H -1.499 2.035 -0.917  0.12
H -2.744 2.623 0.182  0.17
H -3.907 -0.817 1.372  0.07
H -4.319 -2.592 -0.015  0.32
H -5.766 -2.688 -1.042  0.35
H -5.810 -1.783 0.474  0.34
H -5.871 -1.384 -2.867  0.27
F 0.181 1.774 -1.337  -0.89
O -2.137 -2.453 0.453  -0.63
S -0.849 -2.930 -0.049  0.78
O -0.860 -4.328 -0.442  -0.73
O -0.383 -2.039 -1.179  -0.77
S 0.563 -2.678 1.424  -0.57
C 3.108 1.132 -2.523  -1.41
Si 3.081 -0.347 -1.325  0.07
C 3.136 -1.894 -2.509  2.53
C 4.436 -2.078 -3.296  -2.02
C 1.994 -1.700 -3.524  -1.98
C 2.851 -3.191 -1.731  -1.51
C 4.781 -0.138 -0.388  2.62
C 5.106 -1.390 0.440  -2.05
C 4.612 1.040 0.580  -1.76
C 5.986 0.202 -1.277  -1.86
H 3.541 2.015 -2.031  0.31
H 2.077 1.400 -2.792  0.26
H 3.687 0.931 -3.436  0.40
H 4.746 -1.165 -3.818  0.30
H 4.290 -2.865 -4.053  0.54
H 5.260 -2.400 -2.652  0.29
H 2.120 -0.780 -4.109  0.33
H 1.018 -1.660 -3.031  0.33
H 1.979 -2.549 -4.226  0.46
H 3.580 -3.369 -0.934  0.17
H 2.885 -4.055 -2.417  0.47
H 1.862 -3.177 -1.268  0.14
H 4.257 -1.696 1.066  0.31
H 5.969 -1.202 1.102  0.46
H 5.362 -2.241 -0.201  0.40
H 3.738 0.918 1.225  -0.36
H 4.479 1.988 0.047  0.26
H 5.503 1.138 1.222  0.64
H 6.272 -0.616 -1.939  0.29
H 6.857 0.432 -0.639  0.51
H 5.789 1.083 -1.900  0.33
C 1.116 -0.048 5.358  -2.16
C 2.104 0.724 4.473  2.28
C 2.922 -0.319 3.693  -2.04
C 3.080 1.497 5.363  -2.07
P 1.091 1.605 3.140  0.46
C 2.117 2.951 2.384  1.73
C 1.901 3.128 1.007  -0.37
C 2.550 4.132 0.297  -0.81
C 3.442 4.980 0.942  -0.58
C 3.661 4.828 2.306  -0.76
C 3.000 3.832 3.018  -0.59
C -0.269 2.651 3.947  2.23
C -1.432 1.728 4.348  -1.97
C 0.155 3.511 5.135  -1.75
C -0.799 3.565 2.827  -2.13
H 1.672 -0.807 5.922  0.57
H 0.362 -0.568 4.758  0.36
H 0.611 0.600 6.076  0.32
H 3.460 -0.962 4.403  0.66
H 3.663 0.154 3.044  0.37
H 2.282 -0.953 3.075  0.06
H 3.469 0.811 6.128  0.50
H 2.617 2.339 5.881  0.24
H 3.934 1.859 4.790  0.38
H 1.208 2.494 0.443  -0.07
H 2.358 4.222 -0.767  0.42
H 3.964 5.754 0.388  0.31
H 4.348 5.489 2.824  0.35
H 3.174 3.768 4.080  0.29
H -1.218 1.159 5.252  0.30
H -1.684 1.029 3.547  0.33
H -2.320 2.342 4.546  0.55
H 0.435 2.906 6.001  0.25
H -0.689 4.149 5.436  0.48
H 0.991 4.169 4.881  0.26
H -1.014 2.999 1.912  0.30
H -0.096 4.362 2.579  0.36
H -1.736 4.023 3.166  0.66

For the HOMO-LUMO gap, the calculation gives 5.07 eV. The HOMO energy comes out at -0.950 eV. For the total energy, the calculation gives -90125.8513 eV. The energy above the lowest of the compared OMol25 structures with the same formula, charge and spin comes out at 0.239 eV. The LUMO energy comes out at 4.12 eV. The total charge is -2.

4.
C5H10O2 as an isolated structure at a distorted geometry. Source: the OMol25 dataset; level of theory: ωB97M-V with the def2-TZVPD basis set.

Each line ends with the Mulliken charge.
Positions of all 17 atoms, in Å:
O 2.440 0.050 0.758  -0.51
C 1.515 -0.541 -0.131  -0.66
C 0.149 -0.440 0.514  0.28
C -0.400 1.010 0.619  -0.73
C -1.709 0.895 -0.178  -0.29
O -2.099 -0.415 -0.116  -0.36
C -0.938 -1.083 -0.357  -0.56
H 3.298 0.091 0.322  0.31
H 1.492 -0.025 -1.104  0.34
H 1.759 -1.599 -0.323  0.33
H 0.245 -0.893 1.513  0.38
H -0.500 1.336 1.660  0.29
H 0.254 1.724 0.116  0.31
H -1.149 0.812 -1.455  0.11
H -2.571 1.542 0.055  0.35
H -0.654 -0.296 -1.626  0.10
H -1.131 -2.169 -0.268  0.33

For the HOMO-LUMO gap, the calculation gives 10.40 eV. The HOMO energy comes out at -9.489 eV. For the total energy, the calculation gives -9438.6899 eV. The energy above the lowest of the compared OMol25 structures with the same formula, charge and spin comes out at 4.353 eV. The LUMO energy comes out at 0.91 eV. The total charge is 0.

5.
C9H24CuO11 as an isolated structure at a distorted geometry. Source: the OMol25 dataset; level of theory: ωB97M-V with the def2-TZVPD basis set.

Each line ends with the Mulliken charge.
Positions of all 45 atoms, in Å:
Cu 7.978 7.525 7.123  0.49
C 8.901 8.842 9.837  0.54
O 9.758 8.844 10.705  -0.82
O 9.243 8.729 8.644  -0.58
O 7.726 8.830 10.037  -0.89
C 5.581 4.711 5.665  -0.60
C 5.472 4.959 4.130  -0.51
O 6.661 5.498 3.612  -0.46
O 6.194 5.851 6.389  -0.31
H 6.110 3.777 5.860  0.29
H 4.550 4.595 5.998  0.48
H 4.628 5.638 4.007  0.32
H 5.264 4.001 3.652  0.34
H 6.775 6.386 3.957  0.27
H 5.505 6.486 6.600  0.16
C 5.325 9.228 7.042  -0.54
C 6.348 10.076 6.230  -0.45
O 7.165 9.235 5.385  -0.37
O 6.066 8.386 7.913  -0.42
H 4.848 8.620 6.273  0.19
H 4.499 9.877 7.335  0.40
H 7.003 10.662 6.875  0.37
H 5.762 10.786 5.645  0.39
H 7.838 9.897 5.212  0.21
H 6.406 8.852 8.681  0.36
C 9.617 4.701 4.900  -0.09
C 10.067 6.150 4.769  -0.64
O 10.003 6.675 6.061  -0.15
O 10.596 3.892 5.451  -0.56
H 9.371 4.491 3.859  0.36
H 8.701 4.634 5.487  0.16
H 9.325 6.603 4.112  0.23
H 11.020 6.413 4.309  0.32
H 10.839 6.553 6.516  0.17
H 10.834 4.352 6.259  0.32
C 12.341 9.661 7.213  -0.33
C 11.470 10.159 6.002  -0.51
O 10.075 9.731 6.074  -0.42
O 11.876 10.267 8.423  -0.49
H 13.365 9.927 6.949  0.35
H 12.209 8.580 7.274  0.14
H 11.835 9.580 5.154  0.29
H 11.720 11.157 5.644  0.30
H 9.811 9.474 6.961  0.47
H 10.933 10.090 8.402  0.22

For the HOMO-LUMO gap, the calculation gives 4.72 eV. The HOMO energy comes out at -2.355 eV. For the total energy, the calculation gives -76881.8825 eV. The energy above the lowest of the compared OMol25 structures with the same formula, charge and spin comes out at 1.785 eV. The LUMO energy comes out at 2.37 eV. The total charge is -1.

6.
A 2-piece molecular cluster, C5H13O2 overall at a distorted geometry. Source: the OMol25 dataset; level of theory: ωB97M-V with the def2-TZVPD basis set.

Each line ends with the Mulliken charge.
Positions of all 20 atoms, in Å:
C 0.030 -0.308 1.619  -0.38
O -1.027 -0.365 2.364  -0.91
C -0.099 -0.953 0.095  -0.64
C -0.002 0.063 -1.024  0.30
C -0.902 -0.584 -2.138  -1.35
C 1.444 0.301 -1.584  -1.32
H 0.274 0.698 1.201  0.15
H 0.807 -0.818 2.108  0.16
H -1.171 -1.402 0.003  0.09
H 0.590 -1.763 0.032  0.45
H -0.378 0.990 -0.797  0.51
H -1.250 0.005 -3.060  0.27
H -0.036 -1.295 -2.478  0.25
H -1.831 -1.085 -1.873  0.39
H 2.210 -0.464 -1.392  0.36
H 2.001 0.950 -0.794  0.35
H 1.497 0.738 -2.635  0.30
H -0.013 1.970 3.510  0.26
H -1.245 1.295 3.109  0.43
O -0.897 2.026 3.734  -0.69

For the HOMO-LUMO gap, the calculation gives 6.50 eV. The HOMO energy comes out at -2.799 eV. For the total energy, the calculation gives -9489.0140 eV. The energy above the lowest of the compared OMol25 structures with the same formula, charge and spin comes out at 2.314 eV. The LUMO energy comes out at 3.70 eV. The total charge is -1.

7.
A 2-piece molecular cluster, C31H43N4O overall at a distorted geometry. Source: the OMol25 dataset; level of theory: ωB97M-V with the def2-TZVPD basis set.

Each line ends with the Mulliken charge.
Positions of all 79 atoms, in Å:
C 3.914 0.175 3.127  -0.89
N 2.638 0.656 3.537  0.09
C 2.532 1.918 4.207  -1.18
C 1.875 3.024 3.365  -0.50
C 1.212 2.542 2.087  0.76
N 0.923 3.495 1.131  0.17
C 1.145 4.910 1.436  -0.49
C 0.400 5.787 0.441  -0.76
O 0.671 5.421 -0.914  -0.38
C 0.329 4.069 -1.203  -0.62
C 0.997 3.070 -0.268  0.36
C 0.889 1.220 1.904  0.48
C 1.430 0.201 2.842  -1.15
H 3.864 -0.916 3.000  0.30
H 4.253 0.615 2.165  0.27
H 4.653 0.436 3.900  0.35
H 1.900 1.754 5.100  0.26
H 3.540 2.203 4.546  0.42
H 1.132 3.520 4.011  0.36
H 2.663 3.764 3.147  0.29
H 0.767 5.129 2.443  0.34
H 2.222 5.167 1.389  0.31
H -0.680 5.733 0.673  0.35
H 0.757 6.823 0.513  0.36
H -0.766 3.914 -1.159  0.38
H 0.691 3.904 -2.228  0.25
H 2.056 2.956 -0.588  0.21
H 0.509 2.097 -0.381  -0.40
H 0.208 0.871 1.128  -0.49
H 1.675 -0.745 2.338  0.51
H 0.686 -0.004 3.638  0.05
C -1.925 -4.943 3.393  -1.02
N -2.535 -3.633 3.309  0.06
C -3.061 -3.176 4.574  -0.75
C -3.906 -1.922 4.442  -0.84
C -3.203 -0.867 3.590  -0.70
C -2.635 -1.425 2.325  0.70
C -2.427 -2.833 2.211  1.32
C -2.053 -3.357 0.946  -1.47
C -1.718 -2.512 -0.090  -0.73
C -1.622 -1.096 0.110  0.04
C -1.021 -0.196 -0.813  -0.58
C -0.410 -0.569 -2.055  0.66
C -0.500 0.265 -3.211  -0.85
C -0.046 -0.132 -4.459  0.80
C 0.568 -1.410 -4.615  0.88
N 0.987 -1.839 -5.843  -0.02
C 1.749 -3.062 -5.982  -1.17
C 1.087 -0.954 -6.981  -0.55
C -0.010 0.095 -6.993  -0.89
C -0.140 0.787 -5.636  -0.80
C 0.749 -2.210 -3.459  -0.84
C 0.303 -1.793 -2.222  -1.58
C -2.219 -0.593 1.305  -1.19
H -1.386 -5.200 2.479  0.36
H -1.217 -4.982 4.236  0.32
H -2.692 -5.708 3.577  0.33
H -3.656 -3.995 5.000  0.42
H -2.223 -3.001 5.272  0.39
H -4.869 -2.179 3.986  0.34
H -4.104 -1.529 5.441  0.37
H -3.909 -0.062 3.350  0.46
H -2.394 -0.404 4.181  0.25
H -2.014 -4.437 0.798  0.44
H -1.512 -2.943 -1.064  0.89
H -1.266 0.860 -0.680  0.73
H -1.001 1.230 -3.107  0.43
H 1.238 -3.904 -5.498  0.38
H 1.855 -3.280 -7.051  0.34
H 2.759 -2.981 -5.545  0.37
H 2.073 -0.447 -6.980  0.30
H 1.039 -1.578 -7.883  0.40
H 0.221 0.833 -7.767  0.36
H -0.961 -0.380 -7.260  0.33
H -1.095 1.324 -5.596  0.44
H 0.650 1.553 -5.564  0.32
H 1.251 -3.174 -3.545  0.29
H 0.468 -2.438 -1.364  0.84
H -2.351 0.488 1.408  0.37

For the HOMO-LUMO gap, the calculation gives 4.99 eV. The HOMO energy comes out at -9.341 eV. For the total energy, the calculation gives -40845.1431 eV. The energy above the lowest of the compared OMol25 structures with the same formula, charge and spin comes out at 0.482 eV. The LUMO energy comes out at -4.35 eV. The total charge is +1.

8.
The molecule C7H16O2 at a distorted geometry. Source: the OMol25 dataset; level of theory: ωB97M-V with the def2-TZVPD basis set.

Each line ends with the Mulliken charge.
Positions of all 25 atoms, in Å:
C -0.031 1.070 0.589  1.28
C 0.334 -0.580 -1.303  0.06
C 0.513 -0.307 0.388  0.31
C -1.541 1.275 0.562  -1.51
C 0.717 2.203 -0.098  -1.87
C 0.789 -1.981 -1.685  -1.51
C -0.060 -1.429 1.250  -1.50
O 0.461 1.219 2.157  -0.64
O -0.973 -0.369 -1.788  -0.55
H -0.220 0.858 2.744  0.32
H -1.536 -1.104 -1.506  0.37
H 0.964 0.127 -1.851  0.44
H 1.599 -0.310 0.525  0.50
H 0.534 3.133 0.448  0.44
H -2.068 0.493 1.113  0.31
H -1.956 1.309 -0.449  0.30
H -1.827 2.218 1.036  0.44
H 0.389 2.332 -1.134  0.39
H 1.798 2.040 -0.083  0.36
H 1.795 -2.191 -1.315  0.35
H 0.098 -2.744 -1.309  0.39
H 0.793 -2.090 -2.776  0.36
H -1.082 -1.232 1.578  0.27
H -0.049 -2.404 0.759  0.40
H 0.558 -1.536 2.147  0.31

Its SMILES is C[C@@H](O)[C@H](C)C(C)(C)O. For the HOMO-LUMO gap, the calculation gives 10.13 eV. The HOMO energy comes out at -9.326 eV. For the total energy, the calculation gives -11612.6056 eV. The energy above the lowest of the compared OMol25 structures with the same formula, charge and spin comes out at 1.645 eV. The LUMO energy comes out at 0.80 eV. The total charge is 0.